{
  "formula": "C3H6N2OS",
  "method": "ωB97M-V with the def2-TZVPD basis set",
  "gap_ev": [6.6, 6.5],
  "largest_force_ev_per_a": 1.61,
  "lumo_energy_ev": [-1.67, -1.69],
  "homo_energy_ev": [-8.23, -8.23],
  "energy_ha": -700.73671,
  "elements": ["C", "C", "C", "N", "N", "O", "S", "H", "H", "H", "H", "H", "H"],
  "xyz": [[-0.676, 1.679, 0.006], [-0.173, -0.530, 0.645], [-1.070, -0.561, -0.599], [-0.004, 0.912, 0.850], [-1.320, 0.867, -0.821], [3.518, -1.082, 0.037], [3.499, 0.377, -0.237], [-0.653, -0.987, 1.516], [0.794, -1.011, 0.483], [-0.566, -1.000, -1.465], [-2.010, -1.095, -0.435], [0.555, 1.261, 1.607], [-1.894, 1.169, -1.586]],
  "forces_ev_per_a": [[-0.11, 1.60, -0.08], [0.01, -0.27, 0.21], [-0.07, -0.24, -0.19], [0.25, -0.64, 0.17], [-0.07, -0.68, -0.13], [-0.03, 0.25, -0.04], [-0.01, -0.22, 0.03], [0.06, -0.03, -0.13], [-0.10, -0.10, 0.00], [-0.04, -0.04, 0.12], [0.13, -0.05, 0.03], [-0.11, 0.18, -0.11], [0.09, 0.24, 0.12]],
  "mulliken_charge": [-0.4591, -0.2589, -0.3529, 0.0111, -0.0486, -0.3067, 0.2887, 0.2274, 0.1303, 0.2359, 0.2474, 0.1358, 0.1495]
}